(1)
Formula: C18H25N5O3S
Source: the OMol25 dataset
Level of theory: ωB97M-V with the def2-TZVPD basis set

```
52
Properties=species:S:1:pos:R:3:forces:R:3:nbo_charge:R:1
S 0.2535 -1.8048 2.1282 -0.1 0.2 -0.1 0.244
O 1.6947 1.3704 1.5424 0.3 0.0 0.0 -0.646
O -3.3915 3.0781 -2.0326 -0.2 0.1 -0.2 -0.608
O -5.8028 1.5257 -1.7772 0.3 0.1 -0.5 -0.366
N 1.0724 -0.9814 -1.5140 0.3 0.2 -0.9 -0.298
N 2.2253 -1.7474 0.1782 -0.6 0.1 -0.5 -0.364
N -2.4594 1.4950 -0.7281 0.0 0.0 0.0 -0.420
N -0.5465 1.3812 1.3247 -0.1 0.2 0.0 -0.428
N 0.2457 -1.0438 -0.4673 -0.4 -0.2 0.5 -0.305
C -6.8150 1.2771 0.1837 -0.2 0.0 -0.5 -0.323
C 0.6003 0.9303 1.8570 -0.1 0.0 0.4 0.682
C -3.5180 2.1536 -1.2499 -0.1 0.0 -0.2 0.632
C 4.0051 -1.0164 1.7202 -0.1 -0.1 0.0 -0.636
C 0.9314 -1.4926 0.5430 -0.1 -0.3 0.5 0.143
C -6.9632 1.2596 -1.1699 -0.5 -0.1 0.8 0.104
C 3.2550 -2.1885 1.0855 0.6 0.0 0.4 -0.216
C -0.4991 2.4397 0.3307 0.2 0.1 -0.4 -0.233
C -1.8772 0.8607 1.5441 -0.3 -0.3 -0.1 -0.223
C -5.4523 1.5706 0.4158 0.5 0.1 -0.7 -0.288
C -2.4738 0.3979 0.2042 -0.1 -0.4 0.4 -0.248
C -1.1144 1.9633 -0.9863 0.2 0.4 -0.1 -0.247
C -4.8726 1.7047 -0.8199 -0.1 0.1 1.0 0.176
C 3.5953 -3.0244 -2.4526 -0.1 0.2 -0.1 -0.594
C 0.5228 -0.1613 2.9105 0.2 -0.3 0.0 -0.605
C 4.6603 -0.8519 -1.7212 -0.2 0.0 -0.1 -0.602
C 3.3616 -1.5445 -2.1311 0.3 -0.2 0.0 -0.266
C 2.2548 -1.4019 -1.1420 0.1 0.0 -0.1 0.363
H -1.0620 3.3000 0.7106 0.0 0.0 0.0 0.195
H 4.3240 -3.1135 -3.2544 0.1 -0.1 -0.1 0.214
H 4.7702 -0.6275 1.0558 0.1 0.0 0.0 0.213
H 2.6678 -3.4923 -2.7738 0.0 -0.1 0.0 0.221
H 4.4574 0.1456 -1.3387 0.1 0.1 0.1 0.222
H -2.4958 1.6630 1.9666 0.0 -0.1 0.0 0.189
H 3.9737 -3.5650 -1.5872 0.1 -0.1 0.1 0.195
H -0.2836 -0.0186 3.6263 0.0 0.0 0.0 0.237
H 4.4804 -1.3424 2.6414 0.1 0.0 0.1 0.213
H 0.5449 2.7208 0.1902 -0.2 0.0 0.0 0.252
H -1.8335 -0.3982 -0.1956 -0.3 0.1 0.1 0.255
H 3.9414 -2.8481 0.5510 -0.1 0.0 0.0 0.208
H -1.8637 0.0188 2.2319 0.0 0.1 0.0 0.219
H 2.7525 -2.7709 1.8647 0.1 0.0 -0.2 0.226
H -7.5719 1.1066 0.9214 -0.2 0.0 0.1 0.230
H -1.1677 2.7842 -1.7020 0.0 -0.1 0.1 0.251
H 3.3209 -0.2001 1.9413 0.0 0.0 0.0 0.249
H -0.5234 1.1416 -1.3999 0.0 0.1 0.0 0.230
H 5.1930 -1.4249 -0.9665 0.1 0.0 0.1 0.197
H -3.4861 0.0246 0.3477 0.1 0.0 0.0 0.225
H -4.9793 1.6871 1.3699 0.2 0.0 0.1 0.222
H 2.9767 -1.0565 -3.0327 0.0 0.0 0.2 0.240
H 1.4760 -0.1949 3.4391 -0.2 0.2 -0.1 0.244
H -7.8141 1.0718 -1.7943 0.0 0.0 -0.2 0.205
H 5.3097 -0.7601 -2.5887 0.1 0.0 0.0 0.218
```
Forces are in eV/Å.

The calculation puts the HOMO-LUMO gap at 9.053 eV. Its SMILES is CCn1c(SCC(=O)N2CCN(C(=O)c3ccco3)CC2)nnc1C(C)C. As for the HOMO energy: -8.623 eV. The relative energy (zero: lowest compared OMol25 entry of this formula, charge and spin) comes out at 310.6 kJ/mol. The value obtained for the LUMO energy is 0.430 eV.



(2)
Formula: C6H12N
Source: the OMol25 dataset
Level of theory: ωB97M-V with the def2-TZVPD basis set

```
19
Properties=species:S:1:pos:R:3:forces:R:3:nbo_charge:R:1
N -1.8563 -2.1663 -0.7349 2.5 0.0 -2.0 -0.381
C -0.5842 -1.4287 -0.8529 -2.6 1.5 2.9 -0.112
C -2.0084 -3.3505 -1.1758 -3.5 -1.0 1.8 0.088
C 0.6933 0.3718 0.4537 1.7 1.7 -0.2 -0.475
C 0.8552 1.9577 0.1682 0.0 -2.2 1.4 -0.368
C -0.4607 -0.3711 -0.0340 -1.6 0.0 -0.6 -0.040
C 1.8567 2.6748 1.1005 -0.3 2.6 -0.7 -0.643
H -0.0735 2.5032 0.1538 -0.5 -0.2 0.1 0.211
H -2.6629 -1.6953 -0.3627 -0.2 0.4 0.3 0.447
H 1.6896 -0.0614 0.2936 -0.4 -0.2 -0.7 0.234
H 2.3727 2.2832 1.9956 -0.4 -0.6 -0.9 0.236
H -3.0164 -3.8375 -0.9628 1.3 0.9 -0.6 0.230
H -1.4051 0.0042 0.4198 0.5 -0.5 -0.1 0.201
H 2.5632 3.0905 0.3228 0.0 -0.3 1.6 0.224
H 0.5909 0.2172 1.5092 -0.2 0.3 1.0 0.245
H -1.2965 -4.0435 -1.5319 1.3 0.1 -0.6 0.236
H 1.2965 2.0531 -0.7874 0.0 -0.2 -1.3 0.209
H 0.1502 -1.7818 -1.4675 1.6 -1.4 -1.4 0.233
H 1.2957 3.5806 1.4927 0.8 -0.9 -0.3 0.224
```
Forces are in eV/Å.

The calculation puts the HOMO-LUMO gap at 8.882 eV. Its SMILES is C=[NH+]/C=C/CCC. As for the HOMO energy: -13.994 eV. The total charge is +1. The relative energy (zero: lowest compared OMol25 entry of this formula, charge and spin) comes out at 237.1 kJ/mol. The value obtained for the LUMO energy is -5.113 eV.



(3)
Formula: C43H50FeN3O4
Source: the OMol25 dataset
Level of theory: ωB97M-V with the def2-TZVPD basis set

```
101
Properties=species:S:1:pos:R:3:forces:R:3:lowdin_charge:R:1
Fe 0.7058 6.1882 -2.3397 -0.9 -0.9 -1.5 0.178
O -2.3353 5.8449 -3.4823 1.6 0.3 0.2 0.014
O 2.9351 7.0323 -4.0199 -2.8 -0.6 1.6 0.192
O 2.4967 6.0494 -0.0453 -2.6 -0.4 -2.2 0.177
O 0.1291 8.8619 -1.4789 -0.3 -2.9 -1.1 0.191
N 0.4201 -0.4301 1.2372 -0.2 1.3 -0.1 -0.043
N 0.1801 -2.3209 0.2376 -0.2 -1.2 -1.0 -0.033
N 0.7668 -1.7384 1.3233 1.2 0.3 1.5 0.139
C -0.8564 5.2645 -1.5724 -1.2 -0.4 -0.4 -0.194
C -0.8385 -4.5236 0.6427 0.0 0.0 0.1 -0.120
C 1.7055 5.9769 -0.8944 3.9 0.0 3.1 -0.078
C -1.1347 -3.6531 2.9638 0.2 -0.1 0.3 -0.059
C 0.1908 -3.7609 0.0716 0.1 0.2 0.1 -0.113
C 0.6366 1.7188 4.2978 0.2 0.2 -0.2 -0.024
C 3.5995 -3.6808 -0.3762 0.0 0.0 0.2 -0.061
C 1.2023 -4.3470 -0.7017 0.2 0.1 0.0 -0.151
C -0.0848 4.9741 -3.8024 -0.4 -1.2 -0.4 -0.056
C -3.4880 5.9925 -2.6126 -0.2 0.2 0.0 0.018
C 2.3775 2.3828 2.7602 -0.1 0.0 0.0 -0.030
C -0.8980 -5.8844 0.3452 0.1 0.0 0.0 -0.017
C -1.0377 -0.0897 3.7159 0.5 -0.3 -0.3 -0.382
C -1.1790 5.4219 -2.9779 -1.6 -0.6 1.5 -0.306
C 0.0971 3.0669 -2.2772 0.1 0.0 0.5 0.010
C -0.6725 3.7971 -1.2371 -0.1 0.3 0.1 -0.164
C -3.1364 -4.6115 1.7620 0.0 0.0 -0.1 -0.073
C -0.5811 -1.4053 -0.4703 -0.2 -0.4 -0.7 -0.127
C -0.4016 -0.1688 0.1242 0.5 0.2 1.0 -0.222
C 0.8854 0.5727 2.1826 0.0 -0.2 0.1 -0.095
C -1.8095 -3.8641 1.6114 -0.2 0.1 -0.5 -0.364
C -1.5079 -1.8024 -1.4935 -0.9 0.0 -1.0 -0.149
C -0.8556 1.0906 -0.1954 -0.1 -0.7 0.3 0.058
C 0.1994 0.7458 3.3948 -0.3 -0.2 0.1 -0.120
C 1.7138 2.5416 3.9762 -0.1 -0.2 0.1 -0.055
C -0.9818 -0.7071 5.1138 0.1 0.0 -0.1 -0.064
C 2.0091 6.7626 -3.3766 4.4 0.9 -2.2 -0.081
C 0.5317 3.7272 -3.3983 0.0 0.7 -0.7 0.006
C -2.7915 -1.1957 -1.5255 0.4 -0.5 -0.1 -0.034
C -2.2144 -3.3084 -3.2773 -0.3 0.2 0.0 -0.065
C -3.5077 -2.7630 -3.2248 0.2 -0.1 0.0 -0.083
C 1.9907 1.3855 1.8621 0.2 -0.2 -0.1 -0.127
C 2.3570 -3.5143 -1.2526 -0.4 0.1 0.1 -0.383
C 1.1463 -5.7218 -0.9427 -0.2 0.0 0.1 -0.024
C 2.6656 -3.8277 -2.7181 0.0 0.0 0.0 -0.066
C -1.2201 -2.8244 -2.4378 0.0 0.3 0.5 -0.009
C -2.3104 0.7191 3.4994 -0.1 0.2 0.0 -0.050
C 0.1873 7.7724 -1.8754 0.0 5.6 1.9 -0.107
C -3.7858 -1.6972 -2.3630 0.2 0.0 -0.1 -0.084
C 2.7943 1.1001 0.6018 -0.3 0.2 -0.1 -0.371
C 0.0838 -6.4774 -0.4500 0.0 0.0 0.0 -0.049
C 3.5980 -0.1926 0.7552 0.1 -0.2 0.1 -0.053
C 3.7257 2.2385 0.1917 0.0 0.0 -0.1 -0.080
H -3.7860 7.0426 -2.6521 0.1 -0.2 0.1 0.110
H -2.3422 1.1156 2.4775 -0.1 0.0 0.1 0.066
H 3.2137 3.0390 2.5146 -0.2 -0.3 0.1 0.106
H 4.3821 -0.0637 1.5161 -0.2 0.0 -0.2 0.097
H 3.3640 -3.4608 0.6730 0.1 0.0 -0.2 0.081
H 3.9726 -4.7131 -0.4301 -0.1 0.2 0.0 0.087
H 3.3916 -3.0994 -3.1006 -0.1 -0.2 0.0 0.083
H 3.0895 -4.8350 -2.8202 0.0 0.2 -0.1 0.078
H -1.7170 -6.4834 0.7482 0.3 0.1 -0.2 0.110
H -0.2021 -3.2222 -2.4765 -0.5 0.0 0.0 0.096
H -3.5802 -4.8292 0.7828 0.0 0.0 0.2 0.086
H -4.2959 -3.1733 -3.8590 0.2 0.1 0.2 0.105
H -0.2344 3.6602 -0.2395 0.2 0.0 -0.3 0.127
H -1.7957 -3.1008 3.6445 0.1 -0.2 -0.1 0.071
H -0.0776 -1.3178 5.2252 -0.2 0.1 0.0 0.093
H -0.8910 -4.6220 3.4249 -0.1 0.2 -0.1 0.097
H 0.1105 1.8403 5.2478 0.2 0.0 -0.3 0.116
H -3.3037 5.6790 -1.5746 0.1 0.1 -0.5 0.097
H 4.0782 -0.4569 -0.1957 0.0 0.0 0.2 0.081
H -1.6938 3.3869 -1.1407 0.3 -0.2 0.0 0.139
H -2.0412 -2.8732 1.1907 0.0 -0.1 0.1 0.128
H -4.7866 -1.2633 -2.3343 0.3 -0.1 0.0 0.104
H 4.5448 2.3511 0.9121 -0.1 0.1 -0.2 0.086
H 1.2917 3.2985 -4.0647 -0.5 0.0 0.2 0.143
H 4.3951 -3.0019 -0.7085 -0.1 -0.2 0.1 0.076
H -2.9845 -0.3706 -0.8384 -0.2 -0.4 -0.1 0.102
H -1.9862 -4.1226 -3.9699 -0.1 0.3 0.2 0.111
H 2.0627 0.9578 -0.2087 0.1 -0.1 0.1 0.119
H -1.8537 -1.3532 5.2688 0.1 0.2 0.1 0.076
H 1.9366 -6.1880 -1.5359 -0.3 0.1 0.2 0.115
H -2.9976 -5.5555 2.3055 -0.1 0.2 -0.1 0.081
H -1.4177 1.1872 -1.1142 -0.1 0.2 0.3 0.062
H -2.3508 1.5648 4.1987 -0.1 -0.1 -0.1 0.085
H 2.0561 3.2926 4.6867 -0.1 -0.1 -0.2 0.109
H -1.0182 -0.9043 2.9838 -0.2 0.0 0.2 0.098
H -4.2679 5.3740 -3.0595 0.1 0.1 0.1 0.110
H 3.1956 3.1933 0.1092 0.1 0.0 0.1 0.060
H -3.1963 0.0927 3.6542 0.1 0.1 0.0 0.084
H -1.4097 5.8397 -0.8272 -0.2 -0.4 -0.3 0.128
H 4.1687 2.0129 -0.7843 0.0 0.0 0.2 0.083
H -0.7373 1.8738 0.5454 -0.1 -0.1 -0.3 0.068
H -3.8441 -3.9906 2.3254 0.1 -0.2 -0.1 0.082
H -0.2003 -3.0915 2.8418 -0.3 -0.2 0.2 0.058
H 1.7614 -3.7694 -3.3367 0.2 0.0 0.1 0.072
H 0.0220 -7.5426 -0.6783 0.0 0.3 0.1 0.110
H -0.0468 5.2959 -4.8414 0.2 -0.1 0.1 0.153
H 2.9618 -1.0279 1.0687 0.2 0.2 -0.1 0.051
H -0.9773 0.0685 5.8896 -0.1 -0.2 -0.1 0.074
H 2.0354 -2.4659 -1.1927 0.1 -0.1 0.0 0.120
H 0.2996 2.0136 -2.1025 0.3 0.2 -0.1 0.111
```
Forces are in eV/Å.

The calculation puts the HOMO-LUMO gap (alpha / beta) at 3.738 / 3.850 eV. As for the HOMO energy (alpha / beta): -7.269 / -10.589 eV. The total charge is +1. Its spin multiplicity is 5. Its expectation value of S² is 6.08. The value obtained for the LUMO energy (alpha / beta) is -3.531 / -6.739 eV.